# 1
12
Properties=species:S:1:pos:R:3:forces:R:3 method="wB97M-V/def2-TZVPD" molar_mass_da=103.08 e_lumo_ev=0.66 max_force_ev_per_a=4.704 multiplicity=1 orbital_gap_ev=9.00 e_above_lowest_kcal_mol=205.5 homo_energy_ev=-8.3
C -0.5829 -0.1979 0.5918 0.8 -1.9 1.3
C -0.1771 -1.0752 -0.5746 -3.3 0.2 1.5
N -1.9298 0.2271 0.5266 -0.2 0.3 1.6
N -0.4598 2.0579 0.2170 1.0 -0.9 0.6
N 0.9740 -1.0234 -1.0432 4.2 1.8 -1.0
O 0.1220 1.0863 1.0520 0.0 -1.4 -0.7
O -1.7216 1.4462 -0.0934 -2.6 1.4 -1.6
H -0.4911 -1.0282 1.3682 0.2 1.4 -0.3
H -2.3872 0.3592 1.4992 1.3 0.2 -1.8
H 0.0513 1.9522 -0.6848 -0.5 0.1 0.5
H 1.2766 -1.6901 -1.7310 -0.1 -0.2 -0.3
H 1.7122 -0.2770 -0.8744 -1.0 -0.9 0.2


# 2
12
Properties=species:S:1:pos:R:3:forces:R:3 method="wB97M-V/def2-TZVPD" molar_mass_da=103.08 e_lumo_ev="0.79 / -3.30" max_force_ev_per_a=4.817 multiplicity=3 orbital_gap_ev="8.07 / 6.41" s_squared=2.011 e_above_lowest_kcal_mol=0.0 homo_energy_ev="-7.3 / -9.7"
C 1.6291 0.6030 -0.9918 -2.1 1.8 4.0
C 0.3390 0.7596 -0.0872 -1.3 1.8 1.1
N -1.4105 -0.0022 1.3445 0.7 -1.2 -0.2
N -0.6315 -1.5677 -0.2695 2.7 0.0 3.4
N -0.5481 -0.2826 0.2538 1.1 0.2 -0.4
O 1.6874 -0.0761 -1.9866 0.1 -2.1 -2.6
O 0.0884 1.8749 0.4393 1.6 -2.3 -1.4
H 2.2856 1.4045 -0.6761 0.4 0.2 -0.3
H -0.8237 0.0474 2.1733 -0.1 0.1 0.1
H -1.7598 0.9142 1.1821 -0.4 0.9 -0.1
H -1.0898 -1.5372 -1.0831 -1.9 -0.1 -3.9
H 0.2340 -2.1377 -0.2986 -0.7 1.0 0.2


# 3
13
Properties=species:S:1:pos:R:3:forces:R:3 method="wB97M-V/def2-TZVPD" molar_mass_da=119.08 e_lumo_ev=-0.77 max_force_ev_per_a=10.578 multiplicity=1 orbital_gap_ev=9.02 e_above_lowest_kcal_mol=199.4 homo_energy_ev=-9.8
C -0.0280 -0.2306 -0.0502 -2.3 7.7 -1.3
C 0.9165 -1.2279 0.1045 9.0 -2.5 5.0
H 0.4266 2.9401 -1.3512 -2.8 -4.7 1.0
H -0.8872 2.0664 0.0907 2.1 0.6 -4.7
H -1.6528 0.6141 0.5204 0.5 0.8 0.5
H -0.7580 -1.5413 1.9543 -2.9 3.0 -1.9
H 1.2167 -1.5931 -2.0387 2.0 0.2 5.4
N -0.3930 1.9047 -1.1273 0.5 2.0 5.2
N 0.2180 0.6541 -1.0058 0.9 -0.7 -0.8
N -0.8198 0.3381 1.0713 -0.7 -3.3 -2.1
O -1.5219 -0.8811 1.4511 2.6 -3.4 3.6
O 1.7277 -1.6378 -0.9209 -3.9 0.0 -4.1
O 1.5551 -1.4057 1.3017 -4.8 0.5 -5.8


# 4
12
Properties=species:S:1:pos:R:3:forces:R:3 method="wB97M-V/def2-TZVPD" molar_mass_da=119.15 e_lumo_ev=0.20 max_force_ev_per_a=5.463 multiplicity=1 orbital_gap_ev=9.51 e_above_lowest_kcal_mol=127.2 homo_energy_ev=-9.3
C -0.0963 -0.7535 0.2791 4.4 -0.9 1.3
C -1.3481 -0.0135 0.6182 0.7 0.2 0.9
H 3.0982 -0.4894 -0.1973 -1.6 -0.1 -0.9
H 0.2198 0.6996 -1.1024 1.2 -1.8 0.1
H 1.7604 -1.6472 1.0348 -4.8 0.6 -0.7
H -1.6456 -0.3842 1.5130 -1.4 -1.2 2.7
H -2.0854 2.4438 -0.9197 3.1 -2.7 0.2
N 0.5827 -0.2464 -0.7753 0.8 2.0 -2.2
N 0.5793 -1.5495 1.1001 -0.1 0.8 0.4
N -1.8408 1.1549 0.4249 0.6 -2.2 -0.9
O -1.3592 1.6541 -0.7666 -3.1 4.3 -1.1
S 2.1351 -0.8688 -1.2089 0.1 1.0 0.3


# 5
11
Properties=species:S:1:pos:R:3:forces:R:3 method="wB97M-V/def2-TZVPD" molar_mass_da=103.15 smiles="[H]/N=C(/N)SN=C" e_lumo_ev=0.69 max_force_ev_per_a=2.509 multiplicity=1 orbital_gap_ev=9.65 e_above_lowest_kcal_mol=37.9 homo_energy_ev=-9.0
C 0.0706 0.8222 -0.8431 1.2 -0.8 -2.0
C 0.1923 -2.2444 1.4912 -0.1 0.9 0.4
H -0.3783 2.4699 -1.9288 0.1 0.3 -0.6
H -1.0605 2.3971 -0.3694 -1.4 1.1 1.3
H 1.0407 -0.6677 -1.4510 0.4 -0.9 0.3
H -0.1595 -2.0039 2.5185 0.0 -0.2 -0.7
H 0.4576 -3.2669 1.2634 0.3 -0.1 0.1
N -0.4663 2.0449 -1.0399 1.0 -0.6 -0.5
N 0.7792 0.2442 -1.7460 -1.0 1.4 0.6
N 0.3231 -1.4030 0.5488 -1.0 0.8 0.1
S -0.3706 0.2126 0.7336 0.7 -1.9 1.0


# 6
11
Properties=species:S:1:pos:R:3:forces:R:3 method="wB97M-V/def2-TZVPD" molar_mass_da=103.15 e_lumo_ev=0.36 max_force_ev_per_a=1.919 multiplicity=1 orbital_gap_ev=9.24 e_above_lowest_kcal_mol=46.5 homo_energy_ev=-8.9
C -1.5746 0.2119 -0.1631 1.7 -0.3 0.8
C 1.5787 0.0382 -0.3500 0.2 -0.8 0.7
H -0.6002 1.7670 0.5940 -0.9 -0.9 -0.4
H -2.4164 -0.2733 -0.6691 -0.2 0.6 0.2
H -0.7230 -1.7189 -0.3788 0.1 0.8 0.3
H 0.8827 -0.6307 1.5316 -0.2 0.3 -1.5
H 1.1593 0.0545 -1.3587 0.1 0.3 0.1
N -1.4992 1.4336 0.1759 0.1 -0.3 -0.4
N -0.5971 -0.8021 0.0664 -0.7 -0.1 -0.3
N 0.6751 -0.5082 0.5122 0.1 0.2 0.6
S 3.1148 0.4282 0.0396 -0.4 0.1 -0.1


# 7
11
Properties=species:S:1:pos:R:3:forces:R:3 method="wB97M-V/def2-TZVPD" molar_mass_da=103.15 e_lumo_ev=0.63 max_force_ev_per_a=2.425 multiplicity=1 orbital_gap_ev=9.90 e_above_lowest_kcal_mol=67.8 homo_energy_ev=-9.3
C 1.1658 -1.0398 -0.2314 -1.2 -0.7 -0.5
C 0.2359 -0.9548 0.9489 1.4 -0.4 -0.5
H 2.2056 1.8026 -0.8293 -1.3 -0.7 0.4
H 1.1682 1.4409 0.4399 -0.3 -0.3 0.7
H 1.3895 -2.0645 -0.6208 -0.1 0.9 0.5
H 0.6932 -1.4853 1.7664 -0.2 -0.3 0.8
H -0.9635 0.2278 -1.2199 -0.1 0.0 0.4
N 1.3907 1.2302 -0.5128 1.7 0.2 -1.7
N 1.6639 -0.0809 -0.8881 0.3 1.1 0.4
N -0.8931 -0.4355 1.1448 -1.0 1.1 -1.3
S -1.7521 0.4406 -0.1280 0.8 -0.8 0.7


# 8
11
Properties=species:S:1:pos:R:3:forces:R:3 method="wB97M-V/def2-TZVPD" molar_mass_da=103.15 e_lumo_ev="0.34 / -0.67" max_force_ev_per_a=2.240 multiplicity=1 orbital_gap_ev="9.38 / 7.08" e_above_lowest_kcal_mol=99.3 homo_energy_ev="-9.0 / -7.8"
C 0.9147 1.3541 1.2738 -0.5 1.6 -1.5
C 0.6357 -0.1576 -0.9574 0.1 1.0 -0.5
N 1.1219 0.2919 1.8123 0.3 -1.5 0.6
N 0.1465 -1.1199 -0.0815 0.5 -0.9 0.9
N -1.1185 -1.0480 0.2397 -0.6 0.3 -0.2
S 0.3481 1.5954 -0.4550 0.1 -0.4 0.4
H 1.0131 2.3503 1.7006 0.1 0.1 0.5
H 1.7100 -0.3057 -1.0687 -0.2 0.0 0.0
H 0.1363 -0.1863 -1.9344 0.1 -0.2 -0.1
H -1.4132 -1.7274 0.9267 0.1 0.2 -0.1
H -1.5980 -0.1466 0.2217 0.1 -0.2 0.1


# 9
12
Properties=species:S:1:pos:R:3:forces:R:3 method="wB97M-V/def2-TZVPD" molar_mass_da=135.22 e_lumo_ev=0.00 max_force_ev_per_a=6.548 multiplicity=1 orbital_gap_ev=8.47 e_above_lowest_kcal_mol=165.0 homo_energy_ev=-8.5
C 0.2321 0.3920 0.6266 -2.9 1.3 -3.8
C -1.0924 -0.9369 -1.2735 1.4 -1.8 0.3
H 2.6680 0.6379 2.7023 -5.1 -0.7 -0.6
H 0.6827 -0.7827 2.4232 2.5 2.6 1.6
H 0.3327 2.0247 -0.7120 2.8 3.0 0.1
H -1.2433 -1.8561 -1.8968 1.0 0.5 0.8
H -2.0297 -0.5269 -1.2682 -2.5 1.1 0.8
N 1.2968 0.5591 2.5918 2.7 -5.0 2.7
N 0.9404 0.9467 1.4408 2.0 3.3 -1.4
N -0.2595 1.3223 -0.4934 -2.2 -6.2 0.2
S -0.0326 0.2617 -1.9525 0.2 0.8 0.3
S -0.5357 -1.2632 0.5687 0.1 1.0 -0.9


# 10
12
Properties=species:S:1:pos:R:3:forces:R:3 method="wB97M-V/def2-TZVPD" molar_mass_da=135.22 e_lumo_ev=-0.93 max_force_ev_per_a=4.972 multiplicity=1 orbital_gap_ev=7.81 e_above_lowest_kcal_mol=111.3 homo_energy_ev=-8.7
C 0.9797 1.1056 -1.2597 -0.8 -2.6 -2.0
C -0.5474 -0.6077 0.1632 -0.8 1.8 -4.5
N 1.3798 0.8568 0.0479 0.1 0.0 1.9
N 0.6452 0.0583 0.6651 0.5 -0.7 -0.3
N -1.6396 -0.5489 0.9407 -0.5 -0.5 3.3
S 1.0699 -0.8251 1.9796 1.0 -0.4 1.7
S -0.8093 1.0369 -1.4888 0.4 -1.2 1.1
H 1.4337 1.9331 -1.7308 0.6 1.0 0.0
H 1.4570 0.1535 -1.7195 -0.6 1.3 -0.2
H -0.4036 -1.4012 -0.6197 0.1 0.7 1.3
H -2.2179 -1.3732 1.0795 0.2 -0.2 -1.1
H -1.3476 -0.3880 1.9427 -0.2 0.5 -1.3


# 11
13
Properties=species:S:1:pos:R:3:forces:R:3 method="wB97M-V/def2-TZVPD" molar_mass_da=167.28 smiles="NNC(=S)S/C=N/S" e_lumo_ev=-0.09 max_force_ev_per_a=2.392 multiplicity=1 orbital_gap_ev=8.59 e_above_lowest_kcal_mol=49.7 homo_energy_ev=-8.7
C -1.6726 0.3702 0.9516 -0.9 0.6 -0.4
C 0.5170 0.9714 -0.6120 -0.5 -0.5 0.0
H 0.3515 -1.3287 -0.1484 0.5 0.4 -1.2
H 0.3545 -1.2968 1.5046 -0.4 -0.1 -0.7
H -2.2627 -1.4908 0.7860 0.2 -0.5 -0.1
H -0.1548 0.6793 -1.4498 0.4 0.3 0.3
H 3.7386 0.5433 -1.6843 -0.7 0.0 -0.4
N -0.1786 -1.5321 0.6517 -0.6 -0.7 2.2
N -1.4348 -0.9253 0.6751 0.5 0.6 -0.1
N 1.7795 0.9561 -0.6237 0.1 0.1 -1.0
S -3.2191 0.9007 1.2751 1.0 -0.1 0.1
S -0.2906 1.4987 0.8633 -0.3 0.0 0.3
S 2.4720 0.6540 -2.1893 0.6 0.0 1.0


# 12
13
Properties=species:S:1:pos:R:3:forces:R:3 method="wB97M-V/def2-TZVPD" molar_mass_da=167.28 smiles="NN/C(=N/S)SC=S" e_lumo_ev=-0.61 max_force_ev_per_a=1.409 multiplicity=1 orbital_gap_ev=7.87 e_above_lowest_kcal_mol=55.0 homo_energy_ev=-8.5
C -0.0796 -0.4347 0.2248 -0.8 0.3 -1.1
C 1.3708 0.7757 -1.6423 0.0 0.7 -0.2
H -1.0201 0.9845 2.3311 -0.4 1.3 0.3
H -1.5087 -0.4611 2.1892 -0.3 -0.9 -0.2
H 1.2415 -0.0596 1.7504 -0.3 -0.3 0.0
H 0.6371 1.4302 -1.1399 0.3 -0.1 -0.5
H -0.8433 -1.6276 -2.0362 -0.3 0.2 -0.2
N -0.6946 0.0556 2.4681 0.5 0.1 0.3
N 0.2725 -0.1190 1.4736 0.6 -0.4 0.6
N -1.3240 -0.4067 -0.1288 1.3 0.0 0.1
S 1.3469 -0.7863 -0.8620 0.0 0.1 0.2
S 2.3243 1.2804 -2.8648 -0.6 -0.6 0.9
S -1.7228 -0.6315 -1.7631 -0.1 -0.5 -0.1


# 13
11
Properties=species:S:1:pos:R:3:forces:R:3 method="wB97M-V/def2-TZVPD" molar_mass_da=85.09 total_charge=+1 e_lumo_ev=-7.00 max_force_ev_per_a=4.620 multiplicity=1 orbital_gap_ev=8.82 e_above_lowest_kcal_mol=143.9 homo_energy_ev=-15.8
C 1.5689 0.2434 0.0659 0.4 -1.5 0.7
C 0.5211 0.9394 -0.0605 -2.8 -0.2 0.2
N -0.0029 -1.7110 0.2358 -2.1 1.0 0.4
N -1.9216 1.0682 0.1448 1.1 0.7 0.6
N -0.8310 -0.9378 -0.2805 -0.4 -3.7 -1.2
N -0.9889 0.2839 0.1081 3.1 3.4 0.3
H 2.5512 0.6280 0.0241 0.9 0.3 -0.1
H 1.3057 -0.7736 0.3279 1.5 -0.5 0.1
H 0.4728 1.9126 -0.3364 -1.0 2.9 -0.6
H 0.1622 -2.3485 -0.5260 0.1 -1.4 -0.3
H -2.8376 0.6955 0.2967 -0.9 -1.0 -0.1


# 14
11
Properties=species:S:1:pos:R:3:forces:R:3 method="wB97M-V/def2-TZVPD" molar_mass_da=85.09 total_charge=+1 e_lumo_ev="-6.27 / -6.20" max_force_ev_per_a=4.092 multiplicity=1 orbital_gap_ev="7.98 / 8.19" e_above_lowest_kcal_mol=141.4 homo_energy_ev="-14.3 / -14.4"
C 0.0123 -0.9055 0.7398 0.5 1.3 -0.6
C -0.3354 0.8305 -0.8534 -1.9 1.7 -3.2
N 1.0909 0.9664 -1.2390 -0.8 0.4 -0.1
N 1.9447 0.2578 -0.7826 0.8 -0.6 0.1
N 2.1273 -0.6207 0.0194 -3.0 0.9 0.7
N -0.7259 0.0271 0.2263 0.5 -1.8 1.5
H -0.4878 -1.3277 1.5906 0.2 -0.8 0.5
H -0.7659 1.8783 -0.6420 1.1 -1.4 -0.5
H -0.9649 0.4351 -1.7836 1.7 0.9 1.6
H 2.8415 -1.2782 0.2481 0.6 -0.6 -0.2
H -1.6914 0.1761 0.5323 0.1 0.0 0.3


# 15
11
Properties=species:S:1:pos:R:3:forces:R:3 method="wB97M-V/def2-TZVPD" molar_mass_da=85.09 total_charge=+1 e_lumo_ev="-4.45 / -8.54" max_force_ev_per_a=3.993 multiplicity=3 orbital_gap_ev="9.73 / 7.36" s_squared=2.013 e_above_lowest_kcal_mol=40.6 homo_energy_ev="-14.2 / -15.9"
C 0.9040 -0.6887 2.0902 -2.0 0.9 -1.1
C 0.2018 -0.6418 -0.5363 -0.7 1.9 0.7
N 1.6462 -1.0761 2.8489 2.7 -1.4 2.6
N 0.0147 -0.4344 -1.8200 -1.6 1.9 -1.1
N -0.9130 1.2586 0.4634 -2.1 1.6 1.2
N -0.4355 0.0505 0.4539 0.2 -1.7 -1.9
H 0.9118 -1.4079 -0.1657 -0.7 0.3 -0.4
H 0.3912 -0.9276 -2.6125 0.7 -0.8 0.5
H -0.6359 0.3043 -2.2383 1.0 -1.2 1.6
H -1.7821 1.4887 1.0804 2.0 -1.2 -1.2
H -0.3030 2.0745 0.4362 0.3 -0.2 -0.7


# 16
15
Properties=species:S:1:pos:R:3:forces:R:3 method="wB97M-V/def2-TZVPD" molar_mass_da=149.09 total_charge=+1 smiles="NC(N)=C([N+](=O)[O-])[N+](=O)O" e_lumo_ev=-5.18 max_force_ev_per_a=5.074 multiplicity=1 orbital_gap_ev=9.72 e_above_lowest_kcal_mol=0.0 homo_energy_ev=-14.9
C 1.8887 0.0135 0.0464 -4.6 -2.1 0.2
C 0.2163 -0.5088 0.1058 4.3 1.9 -0.1
N -0.0167 -1.7566 -0.1267 -0.2 -0.6 -0.1
N 2.2615 1.2666 -0.0913 0.4 0.6 -0.2
N 2.8901 -1.0342 0.1115 0.0 0.9 0.0
N -0.6688 0.4057 0.3914 -0.6 0.1 0.1
O 1.2419 2.1988 -0.1183 -0.7 -0.2 0.1
O 3.3726 1.6792 -0.2149 0.4 0.3 -0.1
O 2.4978 -2.1668 -0.0969 0.1 -0.7 -0.1
O 4.0071 -0.7142 0.3716 0.6 -0.1 0.1
H 0.7868 -2.3860 -0.2779 -0.3 0.4 0.0
H -0.9563 -2.1300 -0.0750 0.0 0.0 0.0
H -1.6562 0.1848 0.4180 0.1 -0.1 0.0
H 1.6354 3.0763 -0.3113 0.4 -0.5 0.1
H -0.4089 1.3700 0.5502 0.1 -0.2 -0.1


# 17
12
Properties=species:S:1:pos:R:3:forces:R:3 method="wB97M-V/def2-TZVPD" molar_mass_da=117.16 total_charge=+1 smiles="[NH2+]=C1CSN=NN1" e_lumo_ev=-5.05 max_force_ev_per_a=4.648 multiplicity=1 orbital_gap_ev=8.94 e_above_lowest_kcal_mol=59.2 homo_energy_ev=-14.0
C 0.2302 0.3700 -0.1287 -2.2 -1.7 -1.2
C -1.1789 0.4739 -0.7556 1.0 3.7 0.9
N 0.7418 2.5152 -1.0871 0.7 2.1 -0.2
N -0.0076 2.4398 -2.0315 -0.4 0.6 -1.3
N 0.8623 1.5245 -0.1404 3.2 -1.8 2.8
N 0.6471 -0.8342 0.3134 0.6 0.7 -0.2
S -1.1113 1.2936 -2.4177 0.3 -0.8 1.1
H -1.5897 -0.4297 -0.9175 -1.4 -3.2 -0.2
H -1.8687 1.1387 -0.1399 1.1 -1.0 -0.5
H 1.8237 1.6684 0.3625 -2.5 -0.5 -1.2
H 0.1881 -1.7623 0.1722 -0.1 1.7 0.1
H 1.6058 -0.9430 0.6480 -0.3 0.2 -0.1


# 18
13
Properties=species:S:1:pos:R:3:forces:R:3 method="wB97M-V/def2-TZVPD" molar_mass_da=115.10 smiles="O=CNN1N=NCN1" e_lumo_ev=0.33 max_force_ev_per_a=4.742 multiplicity=1 orbital_gap_ev=9.58 e_above_lowest_kcal_mol=93.5 homo_energy_ev=-9.2
C 1.9046 -0.4771 -0.5731 -0.4 -0.5 0.9
C -1.2783 0.4553 -0.6950 0.2 2.2 0.9
N -1.5439 -0.9094 -0.9484 0.0 -1.9 1.3
N -1.0282 -1.6158 -0.0331 -1.7 0.0 -3.5
N -0.8810 0.4315 0.7502 -1.1 -0.4 -2.2
N -0.3677 -0.8278 0.8447 3.4 0.4 3.2
N 1.1761 -1.0759 0.3832 -3.0 1.9 -0.7
O 1.4823 0.3592 -1.3374 0.6 0.3 -0.6
H 2.9348 -0.8635 -0.5193 0.2 0.2 -0.3
H -0.3608 0.7104 -1.2831 -0.9 0.2 -0.2
H -2.1906 1.0784 -0.8570 0.9 -0.4 0.0
H -0.4133 1.1986 1.2088 0.3 -0.3 -0.2
H 1.4500 -1.7196 1.0371 1.5 -1.7 1.4


# 19
13
Properties=species:S:1:pos:R:3:forces:R:3 method="wB97M-V/def2-TZVPD" molar_mass_da=115.10 smiles="NNn1[nH]ncc1=O" e_lumo_ev=0.53 max_force_ev_per_a=4.185 multiplicity=1 orbital_gap_ev=9.28 e_above_lowest_kcal_mol=85.8 homo_energy_ev=-8.8
C -0.1582 1.5697 1.1780 1.9 -0.4 -0.6
C -0.6255 0.9882 -0.0372 -1.5 0.1 -0.4
N 1.1353 1.2982 1.3860 -1.8 -0.1 0.0
N 1.4833 0.4738 0.4321 1.1 -0.3 0.5
N 0.4546 0.2762 -0.4591 1.5 -3.2 -1.9
N -0.6117 -1.9923 -0.4841 -2.1 -0.4 -3.6
N 0.3805 -1.1997 -1.0445 1.8 3.0 0.4
O -1.7002 1.0324 -0.6450 0.5 -0.3 0.5
H -0.7849 2.0722 1.8263 -0.6 1.3 1.3
H 2.4445 0.0657 0.4410 -1.7 0.4 -0.7
H -0.8163 -1.7283 0.4218 0.3 0.5 2.6
H -1.5538 -1.8480 -0.9415 1.3 0.0 0.3
H 0.3524 -1.0083 -2.0738 -0.8 -0.7 1.4


# 20
13
Properties=species:S:1:pos:R:3:forces:R:3 method="wB97M-V/def2-TZVPD" molar_mass_da=115.10 e_lumo_ev=0.09 max_force_ev_per_a=6.659 multiplicity=1 orbital_gap_ev=8.56 e_above_lowest_kcal_mol=171.3 homo_energy_ev=-8.5
C 0.2478 -0.2252 -0.0321 0.0 -0.6 0.1
C -1.1077 -1.7560 -0.2397 -0.1 2.1 4.3
H 3.2202 0.9661 -0.0787 -2.3 -3.7 -1.1
H 3.1982 -0.7617 0.6452 -3.0 2.3 -3.3
H -1.6615 -2.5869 0.1773 -0.3 -0.6 -1.2
H -1.9671 1.6138 1.1534 2.6 -0.3 -3.5
H -1.8453 2.4131 -0.5642 2.2 -3.1 2.8
N 2.6364 -0.0427 -0.3201 2.9 1.4 4.0
N 1.2720 0.3527 -0.3016 5.9 3.0 -0.2
N 0.1158 -1.5749 0.2406 -3.8 -0.3 -2.2
N -0.8994 0.5243 -0.4706 -2.3 -0.9 0.5
N -1.2653 1.6814 0.1881 -4.1 2.0 0.2
O -1.9441 -0.6039 -0.3975 2.3 -1.4 -0.6


Number 1: electronic energy -10712.8995 eV. Number 2: electronic energy -10714.5030 eV. Number 3: electronic energy -12758.9551 eV. Number 4: electronic energy -19503.4363 eV. Number 5: electronic energy -17459.4667 eV. Number 6: electronic energy -17459.0970 eV. Number 7: electronic energy -17458.1705 eV. Number 8: electronic energy -17456.8067 eV. Number 9: electronic energy -28289.5142 eV. Number 10: electronic energy -28291.8414 eV. Number 11: electronic energy -39129.0037 eV. Number 12: electronic energy -39128.7770 eV. Number 13: electronic energy -8101.4859 eV. Number 14: electronic energy -8101.5942 eV. Number 15: electronic energy -8101.5270 eV. Number 16: electronic energy -16291.6439 eV. Number 17: electronic energy -18941.3013 eV. Number 18: electronic energy -11648.4913 eV. Number 19: electronic energy -11648.8253 eV. Number 20: electronic energy -11645.1151 eV.